DFT (ωB97M-V with the def2-TZVPD basis set) results for a cluster of 10 separate species, C37H72ClF4N11O22 in total.

SMILES string = NC(=O)CC[C@H](O[C@@H](CCC(F)(F)F)CC(=O)F)[C@@H](CCCCCCCCCCCCn1cccc1)OCCl.C[N+](=O)[O-].C[N+](=O)[O-].C[N+](=O)[O-].C[N+](=O)[O-].C[N+](=O)[O-].C[N+](=O)[O-].C[N+](=O)[O-].C[N+](=O)[O-].C[N+](=O)[O-]
highest occupied orbital energy = -0.2561 Eh
charge = 0
relative energy (zero: lowest compared OMol25 entry of this formula, charge and spin) = 1649.6 kJ/mol
electronic energy = -4568.73501 hartree

XYZ file:
```
147
Properties=species:S:1:pos:R:3:forces:R:3:mulliken_charge:R:1
Cl 0.83869 -4.79161 -5.57052 -0.30 0.40 1.57 -0.195
F -5.58623 2.66465 -0.21865 -1.77 -4.00 -2.59 -0.229
F -7.02123 2.11591 -2.06270 2.75 -1.56 3.19 -0.293
F -6.80332 0.52838 -0.29450 2.43 3.50 -2.12 -0.263
F -2.07495 3.23741 -1.45346 0.59 -3.69 1.90 -0.324
O -0.58435 2.52514 -5.71629 -0.53 1.41 -0.67 -0.503
O -0.80900 -4.29873 -3.34152 2.64 1.09 -0.50 -0.461
O -6.80497 -3.00741 6.57165 -1.15 1.04 -1.08 -0.475
O -7.13387 2.54997 7.53981 -1.07 0.94 -1.02 -0.505
O -4.62503 1.18190 -6.30301 -0.79 -1.78 0.65 -0.535
O 3.99503 -1.25116 -6.70085 -1.02 0.88 -1.01 -0.491
O -4.06885 -4.98005 -8.04347 0.75 1.62 -0.07 -0.534
O -7.95721 -1.29868 5.79325 0.65 -1.53 0.09 -0.487
O 5.93215 4.86045 5.45234 1.11 -1.46 -0.14 -0.513
O -2.18620 2.13523 0.68638 2.04 -1.04 -9.51 -0.468
O 2.36714 -2.05505 0.00194 -4.08 -4.69 3.86 -0.483
O -2.82815 -2.51215 5.01931 0.11 1.44 0.47 -0.541
O -2.00798 -0.55208 5.60133 -1.58 -1.48 0.15 -0.506
O 6.97396 3.10682 4.62003 -0.25 1.46 0.98 -0.573
O -2.11086 -1.82857 -0.91720 0.78 1.22 -1.88 -0.678
O -4.64680 -0.84027 -5.42913 -0.44 1.47 -0.59 -0.511
O 7.84035 3.50667 9.90578 1.09 1.40 0.01 -0.496
O 2.84279 0.45757 -7.47925 0.64 -1.72 0.07 -0.479
O -3.35883 -3.02784 -8.77701 -0.29 -1.28 1.08 -0.536
O -8.28611 4.25870 6.76141 0.62 -1.70 0.11 -0.522
O -0.56257 4.54731 -6.59017 -0.67 -1.65 0.61 -0.544
O 9.27018 5.00483 9.15449 -1.07 -0.89 1.07 -0.504
N 1.64345 -2.92318 2.22631 1.48 -0.21 -3.84 -0.394
N -7.91820 3.07825 6.74317 0.46 0.63 0.84 0.848
N -7.58930 -2.47912 5.77501 0.51 0.35 0.89 0.798
N -2.93363 -1.35775 5.44985 0.90 0.17 -0.05 0.883
N 6.74606 3.93145 5.51275 -0.48 0.23 -0.71 0.885
N 8.56251 4.50212 10.03504 0.07 -0.37 -0.90 0.833
N -1.13099 3.51372 -6.21906 1.06 0.21 0.07 0.877
N -3.49108 -3.89554 -7.90595 -0.45 -0.36 -0.84 0.904
N -5.19345 0.14831 -5.93190 0.92 0.09 0.01 0.809
N 2.17681 1.15149 3.78290 -5.36 -3.19 -1.32 0.439
N 3.21070 -0.72287 -7.49749 0.40 0.62 0.75 0.873
C 1.42995 1.28057 2.44431 -1.25 -1.99 1.27 -0.151
C -0.90293 -2.47084 -1.45113 1.27 -1.41 0.71 1.463
C -0.28905 -1.82541 -4.07970 -0.22 0.89 -0.26 0.044
C -4.79520 0.84254 -1.94702 0.15 0.69 1.28 -0.251
C -1.34007 0.64749 -1.35518 0.77 1.42 -1.16 0.530
C 1.66969 -2.96332 0.68803 2.93 2.77 -1.92 0.188
C 2.65638 -1.58176 -8.57848 0.00 -0.34 -0.11 -0.786
C -4.30100 -0.90126 5.81785 -0.14 0.29 0.15 -0.745
C 1.33912 0.12014 4.56324 -2.72 -1.13 -2.28 -0.598
C -1.89361 1.99687 -0.60994 -1.67 1.60 6.60 0.121
C 5.16789 1.16037 -0.83297 0.02 0.54 -1.02 -0.026
C -8.47252 2.21937 5.66218 0.05 -0.36 -0.13 -0.473
C -0.68751 -3.82032 -0.48440 -0.63 1.20 0.98 -1.079
C -3.93893 -0.13502 -0.93765 -0.44 -1.85 -0.38 -1.335
C 4.82728 0.99746 3.89265 -1.42 0.37 -0.62 -0.125
C 1.42926 0.30065 -3.64096 1.21 -0.80 0.26 0.148
C -2.89941 -3.60327 -6.57253 0.03 -0.13 0.33 -0.174
C 6.49473 0.92356 0.09955 0.14 0.39 0.55 -0.545
C 0.04210 -0.47920 3.75893 4.66 4.24 -2.36 -0.561
C 8.57796 5.15047 11.37404 0.15 0.28 0.18 -0.708
C 0.88345 -4.16323 -0.17218 -0.14 -0.80 1.79 -0.303
C 3.05121 0.58475 -3.93124 -0.87 0.89 -0.23 -0.545
C 3.43211 1.83516 4.27941 0.60 -0.07 0.89 -0.866
C -1.02348 -2.87624 -3.06918 -2.01 1.73 -0.10 0.113
C -2.43673 -0.55199 -1.55117 -2.02 1.05 -0.10 0.998
C 1.20494 -1.32314 -3.67475 1.27 -0.47 -0.51 0.139
C -2.60725 3.45947 -6.39575 -0.22 -0.27 0.16 -0.596
C -6.03407 1.54036 -1.07550 -0.94 0.53 -0.86 0.718
C 0.55269 -4.65730 -3.70495 0.10 -1.87 1.62 -0.063
C 4.78863 0.79710 2.26607 -0.50 -0.36 0.02 0.100
C 5.36230 0.63622 -2.40928 -0.65 -0.03 -0.02 -0.673
C 4.04147 -0.24570 -2.91469 0.54 -0.27 -0.89 0.341
C 7.51910 3.79787 6.77689 0.16 -0.16 0.06 -0.812
C -6.66970 0.09406 -6.10858 -0.30 -0.22 0.05 -0.804
C 0.12462 0.29677 2.31740 4.21 1.30 3.92 -0.048
C -8.14362 -3.33801 4.69402 0.00 -0.35 -0.12 -0.731
C 6.19758 0.30444 1.58943 -0.35 -1.01 0.08 -0.554
H 3.27150 0.35798 -5.07226 -0.36 0.37 2.59 -0.125
H 0.75377 0.80680 -4.45814 1.36 -0.79 1.73 0.005
H 6.10923 -0.87409 1.44739 0.20 2.42 0.38 0.222
H 0.87179 -5.09226 0.57854 -0.04 1.89 -1.65 0.400
H 7.21329 0.17822 -0.45694 -1.25 1.62 1.10 0.309
H -2.63444 -0.63173 -2.72628 0.67 -0.17 2.47 -0.334
H 3.45624 2.94094 3.88299 -0.01 -2.28 0.59 0.297
H 4.47815 -1.16074 -3.53800 -1.08 1.78 1.40 0.232
H -1.82632 -3.45775 -6.71281 -0.21 0.05 0.01 0.228
H 5.42333 1.56243 -3.13420 0.12 -1.84 1.46 0.267
H 0.00832 -1.78118 -1.21210 -1.53 -1.16 -0.75 -0.454
H 8.92965 4.40962 12.09492 -0.20 0.08 -0.15 0.282
H -7.03440 -0.86754 -5.74106 0.23 0.23 -0.08 0.299
H -8.06514 1.21158 5.76777 -0.07 0.30 0.09 0.119
H 1.94266 -1.73636 -4.51823 -1.50 0.85 1.76 0.329
H -8.17455 2.65764 4.70754 -0.16 0.04 0.20 0.286
H 1.63186 -1.79073 -2.66270 -1.19 0.97 -2.09 -0.181
H -4.67039 -1.56550 6.60178 0.01 0.03 -0.26 0.275
H -0.98721 0.99515 -2.44147 -0.79 -0.67 2.47 -0.037
H 1.90335 2.04125 1.66578 -1.29 -1.90 1.83 0.194
H 1.57012 -1.59132 -8.46750 0.20 0.13 -0.08 0.284
H -7.84565 -2.89973 3.73938 -0.16 0.02 0.19 0.288
H 4.73484 -0.05837 4.39963 0.41 2.09 -0.82 0.231
H 3.34919 1.89100 5.46114 0.04 -0.10 -2.49 0.262
H 1.41153 -4.04057 -3.20959 -1.86 -0.59 -1.34 0.037
H 4.19014 0.63994 -0.45387 2.02 0.96 -0.35 -0.112
H 1.91486 -3.84602 2.63214 -0.50 0.94 -0.58 0.308
H 1.50586 -0.29165 5.65604 0.23 1.46 -2.49 0.255
H -2.81583 3.56900 -7.46191 0.06 0.11 0.21 0.281
H -7.10098 0.91562 -5.53292 0.12 -0.04 -0.19 0.314
H 4.35129 1.78789 1.77243 1.21 -2.01 0.98 0.124
H -2.97195 2.49787 -6.02822 0.31 0.36 -0.13 0.190
H 3.97658 -0.04944 2.04847 1.66 1.98 0.39 -0.181
H 7.09057 0.46268 2.35482 -1.76 -0.08 -1.80 0.238
H -3.03853 4.28103 -5.82008 0.14 -0.03 -0.22 0.311
H -1.15661 -3.50319 0.56788 1.03 -0.59 -2.29 0.357
H 8.19344 2.94320 6.69000 -0.23 0.23 -0.06 0.314
H 3.06376 -2.58955 -8.47289 -0.05 0.31 0.08 0.312
H -4.53417 -1.17000 -0.91450 1.36 2.23 0.01 0.352
H 1.51668 -4.51144 -1.09068 -1.12 1.13 1.76 0.162
H -3.89253 0.22484 0.17464 0.06 -0.34 -2.30 0.443
H -5.23299 0.26962 -2.87673 0.74 1.12 2.11 0.082
H 2.95435 -1.14348 -9.53312 -0.17 0.02 0.20 0.288
H 6.80289 3.64318 7.58641 0.15 0.16 -0.17 0.320
H 4.97220 2.33365 -0.89457 0.23 -2.56 0.28 0.280
H 1.23588 0.70539 -2.54614 0.11 -0.72 -2.33 -0.100
H -0.28012 -2.21487 -5.20836 -0.10 0.60 2.64 -0.040
H -0.56150 0.21215 1.37332 1.54 0.31 2.26 0.259
H 8.08376 4.72191 6.91715 -0.23 -0.17 0.03 0.341
H -9.55878 2.20980 5.77316 0.21 0.13 -0.08 0.273
H -1.33597 -4.73840 -0.83578 1.68 1.81 0.43 0.248
H -3.37660 -2.69814 -6.19144 0.18 -0.07 -0.16 -0.117
H 3.42424 -0.67530 -2.01550 1.31 0.88 -1.58 -0.369
H 7.55782 5.46934 11.59764 0.16 -0.20 -0.01 0.287
H -0.97587 -0.84926 -4.11839 1.33 -2.13 0.20 0.022
H 0.71492 -5.77876 -3.32396 -0.56 2.52 -1.03 0.316
H 9.25237 6.00894 11.34313 -0.16 -0.27 -0.12 0.309
H -6.87828 0.20359 -7.17475 0.08 0.12 0.21 0.327
H 2.37716 -2.20326 2.47006 -1.25 -0.90 -0.21 0.148
H -0.76691 -1.27825 4.03558 2.33 1.85 -0.42 0.238
H -0.35140 0.32843 -0.79710 -2.20 0.59 -0.85 0.172
H -7.73624 -4.34580 4.79961 -0.04 0.32 0.08 0.304
H -4.24460 0.12781 6.17921 0.10 -0.27 -0.13 0.337
H -4.92113 -0.96164 4.92110 0.10 -0.11 0.18 0.253
H 3.18557 1.76045 -3.80744 -0.10 -2.45 -0.13 0.478
H -3.09038 -4.44887 -5.90826 0.05 0.15 -0.27 0.283
H -9.22988 -3.34757 4.80500 0.20 0.14 -0.08 0.293
H 7.03209 1.97614 0.26893 -1.03 -2.36 -0.59 0.188
H 6.34542 -0.01623 -2.53516 -2.08 1.41 0.37 0.313
H -4.10713 1.71486 -2.32317 -1.55 -1.46 0.72 0.293
H -2.19224 -2.71741 -3.28229 2.46 -0.64 0.46 -0.035
H 5.74393 1.63267 4.27746 -2.05 -1.65 -0.94 0.168
```
Positions in Å, forces in eV/Å.